# C5H14NO2

A 2-piece molecular cluster, C5H14NO2 overall at a distorted geometry (the ωB97M-V functional and the def2-TZVPD basis, OMol25).

Summary:
* frontier orbital gap (alpha / beta): 2.18 / 6.62 eV
* spin multiplicity: 2
* <S²>: 0.751
* charge: -2
* max |F|: 1.985 eV Å⁻¹
* E_LUMO (alpha / beta): 6.4595 / 6.3661 eV
* E_HOMO (alpha / beta): 0.1574 / -0.0095 Ha

Last column: Mulliken spin population.
Element x y z (Å)
1 C -0.24477 -1.97862 -0.12154  1.908
2 C -0.84762 -1.93215 1.27600  1.153
3 C 1.17334 -1.43589 -0.47977  0.694
4 N 1.20778 -0.38519 -1.48066  -0.283
5 C 1.12180 0.99899 -1.07305  0.105
6 C -0.19137 1.37524 -0.25665  -0.210
7 O -0.07690 1.27028 1.11732  -0.102
8 H -0.97464 -1.53525 -0.80559  0.541
9 H -0.32974 -3.00079 -0.49119  -0.954
10 H -0.19036 -1.33451 1.93261  0.198
11 H -1.11402 -2.96743 1.54533  -1.411
12 H -1.70011 -1.25435 1.37171  0.038
13 H 1.74649 -1.13394 0.39630  0.183
14 H 1.67849 -2.34653 -0.87921  -1.052
15 H 0.58549 -0.52644 -2.26984  0.050
16 H 2.03194 1.18686 -0.48843  0.071
17 H 1.16365 1.75787 -1.85115  -0.025
18 H -1.01256 0.73815 -0.63334  0.026
19 H -0.53896 2.38069 -0.52799  0.091
20 H -0.79023 3.90923 0.90452  0.002
21 H -1.18536 2.62631 1.35671  -0.005
22 O -1.51233 3.58746 1.45790  -0.018

---

# C5H14NO2

C5H14NO2 as an isolated structure at a distorted geometry (the ωB97M-V functional and the def2-TZVPD basis, OMol25).

Summary:
* frontier orbital gap (alpha / beta): 7.43 / 3.70 eV
* spin multiplicity: 2
* <S²>: 0.983
* charge: 0
* max |F|: 4.207 eV Å⁻¹
* E_LUMO (alpha / beta): -0.5732 / -2.9748 eV
* E_HOMO (alpha / beta): -0.2942 / -0.2454 Ha

Last column: Mulliken spin population.
Element x y z (Å)
1 C 1.21854 0.04634 0.29913  0.009
2 O 2.11678 -0.64249 1.20576  0.037
3 C -0.27263 -0.46032 0.04274  0.029
4 C -0.82437 0.02931 -1.27934  -0.007
5 C -2.26236 0.25994 -1.23834  -0.122
6 C -3.07674 -0.66805 -0.28196  -0.170
7 N -1.52540 1.30054 1.56112  0.355
8 H 1.80036 0.08886 -0.68125  0.005
9 H 1.00437 1.03099 0.67733  -0.001
10 H -0.82487 0.17484 0.91612  -0.008
11 H -0.35075 -1.56373 -0.04464  0.005
12 H -0.65674 -0.70645 -2.14327  -0.019
13 H -0.37134 1.07424 -1.60320  0.000
14 H -2.70250 0.54395 -0.08010  0.039
15 H -2.58761 0.89426 -2.07249  -0.027
16 H -2.62525 -1.46948 0.24648  -0.015
17 H -4.12834 -0.57844 -0.09894  -0.002
18 H -0.90867 2.02108 1.98288  -0.020
19 H -2.48274 1.66995 1.64641  -0.015
20 H 4.61404 -0.82025 -0.82197  -0.020
21 H 2.98263 -0.63220 0.60202  -0.009
22 O 4.03579 -0.11685 -0.54407  0.956

---

# C5H14NO2

A 2-piece molecular cluster, C5H14NO2 overall at a distorted geometry (the ωB97M-V functional and the def2-TZVPD basis, OMol25).

Summary:
* frontier orbital gap: 9.35 eV
* spin multiplicity: 1
* charge: +1
* max |F|: 4.134 eV Å⁻¹
* E_LUMO: -4.7564 eV
* E_HOMO: -0.5186 Ha

Last column: natural (NBO) charge in e.
Element x y z (Å)
1 C -0.73768 -1.80636 0.77834  -0.083
2 O 0.40671 -2.46689 0.19234  -0.744
3 C -0.41165 -0.93156 1.95419  -0.455
4 C 0.61495 0.22173 1.79695  -0.459
5 C 0.21662 1.08106 0.62838  -0.256
6 C 1.39522 1.08364 -1.42958  0.139
7 N 0.55308 0.48727 -0.67581  -0.381
8 H -1.16628 -1.30515 -0.09127  0.155
9 H -1.36546 -2.68381 1.08082  0.218
10 H 1.04976 -2.64930 0.88388  0.476
11 H -0.22664 -1.53322 2.83787  0.235
12 H -1.30016 -0.36531 2.21416  0.226
13 H 0.89324 0.63158 2.87176  0.283
14 H 1.67736 -0.20172 1.78066  0.231
15 H -0.85430 1.24908 0.58448  0.242
16 H 0.64312 2.06676 0.76177  0.242
17 H 1.69157 0.78840 -2.44732  0.239
18 H 1.74481 2.10547 -1.17377  0.220
19 H 0.26768 -0.47169 -0.90045  0.469
20 H -1.29910 2.74929 -3.20376  0.475
21 H -2.18215 1.57934 -3.27715  0.481
22 O -1.64230 2.05349 -2.63237  -0.954